Record 1
Here is a cluster of 6 separate species, H12O6 in total at a distorted geometry from the Open Molecules 2025 dataset. Energies are from ωB97M-V/def2-TZVPD.

The geometry in XYZ format:
```
18
Properties=species:S:1:pos:R:3:forces:R:3:lowdin_charge:R:1
O -1.45783 -2.45450 -0.25978 0.60 1.29 -1.17 -0.08
H -1.14083 -1.61650 -0.69378 -0.30 -0.63 1.25 0.02
H -1.52083 -3.00350 -1.04378 -0.22 -0.61 0.04 0.02
O -1.48083 1.72850 2.07822 -0.32 3.49 4.33 -0.06
H -0.97283 1.24750 1.51022 2.19 -2.39 -2.87 -0.09
H -0.77883 2.17350 2.67622 -1.94 -1.07 -1.43 0.09
O -1.87283 1.72550 -2.11378 -1.06 3.26 -0.49 -0.11
H -2.36183 0.94150 -1.87478 -0.81 0.08 0.13 0.02
H -2.50183 2.57950 -2.17678 1.95 -3.46 0.45 0.14
O -0.20183 0.29950 -0.04078 -7.07 3.03 -2.09 -0.04
H -0.36583 0.97950 -0.81078 0.43 -1.74 2.14 0.11
H 0.65617 0.13750 -0.03578 6.34 -1.15 -0.29 -0.09
O 2.19917 -0.48450 -1.11578 3.29 6.00 3.99 0.00
H 3.00817 -0.50850 -0.47778 -2.20 -0.06 -2.10 0.11
H 2.06717 -1.29550 -1.41078 -0.80 -5.99 -2.06 -0.03
O 2.34117 -0.65250 2.26922 -1.59 -0.71 -0.82 -0.09
H 2.95217 -0.76950 1.51822 -0.73 -0.14 0.61 0.01
H 1.43217 -1.02750 2.00222 2.26 0.79 0.39 0.09
```
Positions in Å, forces in eV/Å.

E: -12478.4622 eV
Charge: 0
ΔE to the lowest compared entry with this formula, charge and spin: 2.652 eV
LUMO energy: 0.0 eV
SMILES: O.O.O.O.O.O
Frontier orbital gap: 10.75 eV
E_HOMO: -10.711 eV



Record 2
Here is a cluster of 6 separate species, H12O6 in total from the Open Molecules 2025 dataset. Energies are from ωB97M-V/def2-TZVPD.

The geometry in XYZ format:
```
18
Properties=species:S:1:pos:R:3:forces:R:3:lowdin_charge:R:1
O -26.53271 -8.86284 18.38156 -0.13 -0.11 -0.09 -0.06
H -25.61180 -8.96273 18.64958 0.13 0.10 -0.04 0.01
H -26.79498 -9.74345 18.08045 0.09 0.02 0.31 0.00
O -24.60376 -12.23351 18.77169 0.48 -0.19 -0.12 -0.05
H -25.07472 -12.50883 19.56113 0.07 0.07 0.11 0.05
H -25.23238 -12.36235 18.05428 -0.16 0.14 0.02 0.03
O -24.31791 -8.33142 15.90719 -0.08 -0.07 -0.18 -0.06
H -23.42887 -8.01991 15.72129 0.05 0.02 0.00 0.03
H -24.20476 -8.95809 16.63149 0.07 0.20 0.16 -0.01
O -23.55024 -9.55346 18.56598 -0.01 -0.09 -0.20 -0.05
H -22.72150 -9.43825 19.03727 0.03 0.12 0.01 0.06
H -23.64260 -10.51107 18.45237 -0.18 -0.14 0.29 0.02
O -28.16417 -7.22586 16.58220 -0.25 -0.04 -0.19 -0.07
H -27.75407 -7.97956 17.02357 0.21 0.22 0.20 -0.01
H -27.41888 -6.65948 16.36777 0.08 -0.02 -0.01 0.03
O -27.19097 -11.59175 18.08678 -0.21 -0.44 -0.35 -0.04
H -27.75868 -11.86322 17.35734 -0.08 0.07 -0.08 0.08
H -27.48052 -12.13259 18.82773 -0.13 0.14 0.14 0.07
```
Positions in Å, forces in eV/Å.

E: -12480.0345 eV
Charge: 0
ΔE to the lowest compared entry with this formula, charge and spin: 1.079 eV
LUMO energy: -0.1 eV
SMILES: O.O.O.O.O.O
Frontier orbital gap: 10.13 eV
E_HOMO: -10.239 eV



Record 3
Here is a cluster of 6 separate species, H12O6 in total from the Open Molecules 2025 dataset. Energies are from ωB97M-V/def2-TZVPD.

The geometry in XYZ format:
```
18
Properties=species:S:1:pos:R:3:forces:R:3:lowdin_charge:R:1
O -0.19428 -3.17740 1.20763 0.17 0.24 -0.26 -0.04
H -0.96628 -3.71084 1.39654 -0.35 -0.03 0.02 0.03
H 0.34823 -3.25392 1.99252 0.18 0.00 0.21 0.04
O -0.50363 2.95176 -0.41559 -0.30 0.47 -0.19 -0.05
H -0.24496 2.13427 0.00990 0.06 -0.25 0.32 -0.02
H -0.71071 2.69897 -1.31528 -0.13 -0.02 -0.14 0.02
O 1.72788 1.26140 -1.67475 0.13 -0.49 -0.55 -0.03
H 2.62013 1.05314 -1.95176 0.39 0.00 -0.16 0.08
H 1.17197 0.90329 -2.36682 -0.36 -0.04 -0.16 0.08
O 2.09598 2.45115 0.59378 0.38 0.24 0.78 -0.06
H 1.99875 1.97065 -0.22835 -0.28 0.22 -0.19 -0.06
H 2.53287 1.83493 1.18168 0.13 -0.04 0.30 0.03
O -0.13928 0.02157 0.14317 -0.23 0.08 -0.07 -0.04
H 0.76320 0.05562 -0.17400 0.30 0.11 -0.17 0.01
H -0.23327 -0.85942 0.50545 -0.14 -0.47 0.26 0.01
O -3.55861 -2.15766 0.72839 -0.03 -0.17 0.25 -0.05
H -3.61858 -2.77311 -0.00227 -0.08 -0.15 -0.20 0.03
H -3.08937 -1.40438 0.36977 0.15 0.30 -0.05 0.03
```
Positions in Å, forces in eV/Å.

E: -12479.5460 eV
Charge: 0
ΔE to the lowest compared entry with this formula, charge and spin: 1.568 eV
LUMO energy: 0.1 eV
SMILES: O.O.O.O.O.O
Frontier orbital gap: 10.37 eV
E_HOMO: -10.256 eV



Record 4
Here is a cluster of 6 separate species, H12O6 in total at a distorted geometry from the Open Molecules 2025 dataset. Energies are from ωB97M-V/def2-TZVPD.

The geometry in XYZ format:
```
18
Properties=species:S:1:pos:R:3:forces:R:3:lowdin_charge:R:1
O -0.04113 -2.08446 -2.00875 3.01 1.18 -1.40 -0.12
H 0.42066 -1.38872 -1.46857 -0.82 -0.49 0.70 -0.01
H 0.77233 -2.08986 -2.63328 -2.25 -0.75 0.71 0.10
O -1.57055 0.40073 -2.59810 0.57 -2.45 0.77 -0.08
H -1.27738 -0.51045 -2.23751 -0.55 1.62 -0.35 0.06
H -1.45861 0.17325 -3.52180 -0.09 0.54 -0.55 0.05
O -0.42964 -0.95331 1.95700 1.17 0.02 -0.07 -0.05
H -1.36411 -0.97962 2.05187 -1.17 -0.04 -0.01 0.02
H -0.23704 -0.77193 1.02262 0.03 0.02 0.28 0.00
O -0.47953 1.75622 -0.49005 -0.37 1.37 -0.42 -0.08
H -0.96312 1.38330 -1.25304 0.13 -0.14 -0.03 0.00
H -0.59595 2.72146 -0.64651 0.32 -0.96 0.42 0.08
O 1.36578 1.12334 3.67755 -0.04 -1.31 0.37 -0.08
H 1.04921 0.20141 3.81149 0.54 0.70 -0.28 0.04
H 0.53256 1.55907 3.53783 -0.48 0.58 -0.24 0.01
O 1.17848 -0.30970 -0.34798 1.17 0.13 0.63 -0.09
H 1.99238 -0.40268 0.20588 -1.10 0.18 -0.68 0.10
H 0.94163 0.64220 -0.38636 -0.05 -0.20 0.13 0.03
```
Positions in Å, forces in eV/Å.

E: -12480.0235 eV
Charge: 0
ΔE to the lowest compared entry with this formula, charge and spin: 1.090 eV
LUMO energy: 0.4 eV
SMILES: O.O.O.O.O.O
Frontier orbital gap: 11.39 eV
E_HOMO: -10.973 eV